Entry 1:
2 unconnected molecules or ions with the total composition C2H3BrClIO in a non-equilibrium geometry. Source: the Open Molecules 2025 dataset; level of theory: the ωB97M-V functional and the def2-TZVPD basis.

Values from the calculation:
Spin multiplicity = 3
LUMO energy (spin up / spin down) = 0.007 / -0.155 Ha
Gap between HOMO and LUMO (spin up / spin down) = 0.2543 / 0.2233 Eh
Total charge = 0
E = -3484.967574 Eh

Positions of all 9 atoms, in Å:
C 0.775 -0.698 -0.685
C 1.402 -0.049 0.551
O 2.251 -0.519 1.200
Cl 2.057 -0.724 -1.987
Br 0.486 1.603 1.039
I -3.823 0.918 0.100
H 0.567 -1.823 -0.598
H -0.154 -0.333 -1.158
H -3.560 1.626 1.537

Here are the natural (NBO) charges for atoms 1 to 2, given in e: -0.430 0.128

=====

Entry 2:
2 unconnected molecules or ions with the total composition C2H8O2 in a non-equilibrium geometry. Source: the Open Molecules 2025 dataset; level of theory: the ωB97M-V functional and the def2-TZVPD basis.

Values from the calculation:
Spin multiplicity = 1
SMILES = CO.CO
LUMO energy = 0.030 Ha
Gap between HOMO and LUMO = 0.3918 Eh
Total charge = 0
E = -231.438439 Eh
Relative energy (zero: lowest compared OMol25 entry of this formula, charge and spin) = 15.0 kcal/mol

Positions of all 12 atoms, in Å:
C 1.368 -0.630 1.859
O 0.149 -0.455 1.139
H 1.878 -1.456 1.352
H 2.020 0.249 1.824
H 1.186 -0.845 2.909
H 0.370 -0.091 0.270
C -1.507 0.395 -1.465
O -0.094 0.591 -1.515
H -1.865 0.134 -2.463
H -1.684 -0.475 -0.836
H -1.981 1.259 -0.998
H 0.161 1.325 -2.075

Here are the natural (NBO) charges for atoms 1 to 2, given in e: -0.247 -0.751

=====

Entry 3:
A molecular structure, C31H28BrN9RhSSe in a non-equilibrium geometry. Source: the Open Molecules 2025 dataset; level of theory: the ωB97M-V functional and the def2-TZVPD basis.

Values from the calculation:
Spin multiplicity = 1
LUMO energy = -0.348 Ha
Gap between HOMO and LUMO = 0.2558 Eh
Total charge = +3
E = -7174.328148 Eh
Relative energy (zero: lowest compared OMol25 entry of this formula, charge and spin) = 4.9 kcal/mol

Positions of all 72 atoms, in Å:
Rh 0.643 0.266 -0.579
Se 3.711 1.837 6.173
N 4.047 0.573 4.977
C 3.259 0.796 3.957
C 3.226 -0.049 2.767
C 4.048 -1.161 2.576
C 3.906 -1.896 1.421
C 2.959 -1.517 0.472
N 2.177 -0.449 0.633
C 2.314 0.273 1.770
C 1.451 1.421 1.879
N 0.626 1.644 0.829
C -0.181 2.711 0.840
C -0.192 3.602 1.906
C 0.627 3.377 2.991
C 1.468 2.262 2.985
C 2.387 1.929 4.068
N 2.470 2.617 5.176
H 4.775 -1.422 3.336
H 4.517 -2.768 1.234
H 2.836 -2.092 -0.427
H -0.819 2.860 -0.015
H -0.848 4.460 1.865
H 0.638 4.042 3.845
S -1.921 2.343 -3.713
C -0.610 1.652 -2.918
N -0.835 1.154 -1.720
C -2.191 1.343 -1.355
C -2.814 1.003 -0.149
C -4.153 1.287 -0.003
C -4.888 1.911 -1.024
C -4.287 2.269 -2.206
C -2.929 1.983 -2.355
H 0.357 1.619 -3.393
H -2.253 0.540 0.646
H -4.653 1.030 0.922
H -5.938 2.123 -0.874
H -4.847 2.757 -2.994
Br 1.636 -1.513 -2.630
C 2.555 0.153 -2.773
C 3.508 0.383 -3.740
C 4.083 1.649 -3.764
C 3.685 2.605 -2.836
C 2.721 2.271 -1.906
N 2.161 1.048 -1.879
H 3.785 -0.387 -4.445
H 4.837 1.882 -4.506
H 4.116 3.596 -2.833
H 2.378 2.976 -1.160
C -3.242 -3.513 -1.819
C -2.259 -2.694 -2.622
N -1.568 -1.764 -1.718
C -1.341 -1.970 -0.404
N -0.599 -1.082 0.287
C -0.452 -1.299 1.738
C -1.700 -1.926 2.319
C -1.909 -3.248 1.627
N -1.889 -3.048 0.174
C -2.500 -4.114 -0.644
H -3.680 -4.297 -2.434
H -4.048 -2.874 -1.453
H -2.764 -2.107 -3.388
H -1.531 -3.342 -3.116
H -1.150 -0.951 -2.127
H -0.251 -0.342 2.213
H 0.402 -1.955 1.935
H -2.562 -1.275 2.150
H -1.593 -2.074 3.393
H -2.876 -3.677 1.886
H -1.140 -3.969 1.915
H -3.174 -4.673 -0.001
H -1.720 -4.800 -0.984

Here are the Löwdin charges for atoms 1 to 2, given in e: 1.137 1.281

=====

Entry 4:
A molecular structure, C30H41CuN3O3 in a non-equilibrium geometry. Source: the Open Molecules 2025 dataset; level of theory: the ωB97M-V functional and the def2-TZVPD basis.

Values from the calculation:
Spin multiplicity = 2
LUMO energy (spin up / spin down) = -0.239 / -0.283 Ha
Gap between HOMO and LUMO (spin up / spin down) = 0.2107 / 0.1669 Eh
Total charge = +2
E = -3197.676238 Eh
Relative energy (zero: lowest compared OMol25 entry of this formula, charge and spin) = 12.8 kcal/mol

Positions of all 78 atoms, in Å:
C -0.753 -2.234 -7.830
C -1.389 -1.392 -8.702
H -0.973 -3.304 -7.844
H 0.150 -1.890 -7.319
C -1.445 0.017 -8.405
C -1.084 0.475 -7.175
H -0.978 -0.216 -6.363
H -1.023 1.547 -6.981
C -1.945 -1.896 -10.012
H -1.818 -2.982 -10.072
H -1.429 -1.452 -10.877
H -3.015 -1.676 -10.131
C -1.975 0.975 -9.442
H -3.009 0.739 -9.733
H -1.367 0.964 -10.356
H -1.960 1.990 -9.034
Cu -0.031 -0.085 -0.305
O -0.231 -0.427 -2.193
C 0.411 0.001 -3.196
O 0.742 1.733 -0.874
C 1.513 1.728 -1.856
O 2.568 2.523 -1.907
N 1.410 0.956 -3.004
C 3.284 2.283 -3.166
C 2.435 1.352 -3.984
H 4.247 1.824 -2.922
H 3.434 3.249 -3.657
H 2.989 0.481 -4.345
H 1.975 1.867 -4.835
C 0.163 -0.499 -4.520
C -0.631 -1.594 -4.680
H 0.705 0.016 -5.315
H -0.985 -2.084 -3.773
H -0.921 -1.992 -5.644
C -4.025 -1.580 5.157
C -4.158 -0.241 4.419
C -5.616 -0.040 3.998
C -3.755 0.887 5.378
C -3.211 -0.234 3.206
C -3.638 -0.026 1.887
C -2.701 -0.017 0.850
N -1.381 -0.196 1.063
C -0.950 -0.396 2.345
C -1.844 -0.435 3.426
C 0.485 -0.529 2.438
C 1.209 -0.668 3.637
C 2.606 -0.682 3.598
C 3.222 -0.636 2.339
C 2.450 -0.534 1.183
N 1.101 -0.467 1.221
C 3.477 -0.667 4.866
C 4.489 -1.820 4.820
C 4.238 0.668 4.917
C 2.631 -0.796 6.134
H -4.700 -1.602 6.020
H -3.004 -1.740 5.517
H -4.293 -2.411 4.494
H -6.258 -0.052 4.885
H -5.753 0.928 3.501
H -5.948 -0.844 3.331
H -2.725 0.765 5.728
H -3.840 1.860 4.882
H -4.416 0.891 6.252
H -4.688 0.133 1.642
H -2.998 0.135 -0.186
H -1.441 -0.626 4.424
H 0.641 -0.745 4.567
H 4.307 -0.660 2.238
H 2.901 -0.501 0.193
H 5.165 -1.736 3.961
H 5.097 -1.827 5.733
H 3.965 -2.781 4.763
H 3.527 1.504 4.943
H 4.858 0.725 5.820
H 4.890 0.793 4.045
H 1.936 0.044 6.230
H 2.070 -1.736 6.135
H 3.279 -0.795 7.018

Here are the Löwdin charges for atoms 1 to 2, given in e: 0.021 -0.307

=====

Entry 5:
19 unconnected molecules or ions with the total composition H39O19 in a non-equilibrium geometry. Source: the Open Molecules 2025 dataset; level of theory: the ωB97M-V functional and the def2-TZVPD basis.

Values from the calculation:
Spin multiplicity = 1
LUMO energy = -0.105 Ha
Gap between HOMO and LUMO = 0.3639 Eh
Total charge = +1
E = -1452.673509 Eh
Relative energy (zero: lowest compared OMol25 entry of this formula, charge and spin) = 40.6 kcal/mol

Positions of all 58 atoms, in Å:
O -3.167 -1.640 0.187
H 3.185 1.911 -3.371
H -3.637 -1.814 1.021
O 1.971 -4.317 -1.168
H 2.507 -3.512 -1.167
H -0.543 -1.988 1.135
O -1.188 1.541 -1.332
H 2.702 1.076 3.777
H 2.515 1.973 -1.958
O -1.348 3.610 0.710
H 4.550 -1.911 -0.108
H -1.054 0.589 -1.496
O 1.005 3.595 -2.278
H 0.325 3.954 -1.709
H 0.921 4.172 -3.047
O -2.267 -2.096 -2.482
H -1.028 1.042 2.748
H -1.306 -2.210 -2.415
O 3.606 -1.994 -0.316
H 2.115 0.111 0.620
H 1.923 -4.664 -0.277
O 2.991 1.403 -2.578
H 1.074 -2.097 -1.923
O 3.319 2.046 0.517
H 3.771 2.714 1.054
H 4.113 1.813 0.005
O -2.906 1.687 1.557
H -0.765 3.290 0.005
H -2.135 3.996 0.308
O 1.285 0.379 1.011
H -1.141 1.907 -2.222
H 1.010 1.199 0.586
O 2.831 1.921 3.330
H 2.693 1.576 2.428
H -2.401 2.460 1.198
O -0.839 -1.202 0.651
H -3.804 1.677 1.206
H -2.528 -2.822 -1.906
O 1.218 -1.151 -2.016
H 1.554 -0.846 -2.867
H -0.708 -0.379 1.361
O -1.848 -3.316 2.370
H -2.035 -4.257 2.401
H 3.587 -1.312 -1.006
O 0.228 2.685 3.287
H -3.943 1.243 -1.321
H 0.224 3.524 2.815
O -4.450 0.712 -0.702
H -3.081 -2.581 -0.046
H -4.988 0.113 -1.222
O -0.772 0.100 2.742
H 0.157 0.331 2.402
H -2.324 -2.848 3.057
O 0.155 -4.075 -2.997
H 1.102 -4.227 -3.047
H -0.101 -4.440 -2.153
H -1.937 -1.430 0.630
H -0.395 2.782 4.013

Here are the natural (NBO) charges for atoms 1 to 2, given in e: -0.819 0.479